Computed, not measured: C20H22Br2MnN10O3S as an isolated structure, with the ωB97M-V functional and the def2-TZVPD basis.

XYZ file:
```
59
Properties=species:S:1:pos:R:3
Mn 0.43 0.33 0.21
C -3.17 -1.70 -3.86
C -3.25 -0.18 -3.82
N -1.98 0.44 -3.47
C -1.49 0.48 -2.21
S 0.07 1.22 -2.00
N -2.24 -0.03 -1.27
N -1.70 0.01 -0.01
C -2.47 -0.47 0.90
C -3.82 -1.08 0.65
C -1.97 -0.37 2.28
C -2.81 -0.63 3.35
C -2.34 -0.47 4.64
C -1.03 -0.06 4.81
C -0.25 0.17 3.68
N -0.70 0.03 2.43
H -4.15 -2.12 -4.12
H -2.87 -2.08 -2.89
H -2.44 -2.03 -4.60
H -3.99 0.14 -3.09
H -3.54 0.22 -4.79
H -1.39 0.82 -4.18
H -3.91 -1.35 -0.40
H -4.61 -0.36 0.89
H -3.96 -1.96 1.27
H -3.83 -0.93 3.18
H -2.98 -0.66 5.49
H -0.60 0.08 5.79
H 0.78 0.46 3.81
N -1.31 3.18 0.35
N -0.14 3.92 0.16
C 1.03 3.49 0.67
N 2.03 4.38 0.69
N 1.11 2.21 1.01
N 2.12 1.79 1.85
O 2.13 0.60 2.04
O 2.90 2.57 2.39
H -1.44 2.56 -0.46
H -2.08 3.82 0.46
H -0.09 4.61 -0.58
H 1.81 5.36 0.63
H 2.87 4.10 1.18
Br 0.24 -4.71 0.20
C 1.69 -3.57 -0.24
C 2.92 -4.12 -0.59
C 3.98 -3.33 -0.94
Br 5.63 -4.14 -1.42
C 3.85 -1.92 -0.93
C 4.86 -1.00 -1.29
C 4.60 0.34 -1.26
C 3.33 0.79 -0.86
N 2.38 -0.04 -0.51
C 2.61 -1.38 -0.55
C 1.47 -2.19 -0.21
O 0.36 -1.62 0.07
H 3.03 -5.20 -0.60
H 5.84 -1.36 -1.59
H 5.36 1.06 -1.54
H 3.09 1.84 -0.84
```

Summary:
- Highest occupied orbital energy (spin up / spin down): -6.819 / -6.786 eV
- 2S+1: 2
- F_max: 0.92 eV/Å
- Kohn-Sham gap (spin up / spin down): 6.546 / 6.505 eV
- ΔE to the lowest compared entry with this formula, charge and spin: 21.6 kcal per mole

=====

Computed, not measured: a 2-piece molecular cluster, C20H22Br2N3 overall at a distorted geometry, with the ωB97M-V functional and the def2-TZVPD basis.

XYZ file:
```
47
Properties=species:S:1:pos:R:3
Br -7.45 3.68 1.35
C -5.85 2.67 1.36
C -5.90 1.26 1.34
C -4.72 0.53 1.25
C -3.46 1.19 1.17
C -2.25 0.50 0.84
C -0.99 1.12 0.90
C -0.01 1.01 -0.08
C 1.27 1.65 0.07
C 2.13 1.72 -1.05
C 3.23 2.57 -1.07
C 3.53 3.35 0.07
Br 4.95 4.57 0.01
C 2.75 3.21 1.24
C 1.68 2.31 1.26
C -3.44 2.60 1.31
C -4.62 3.33 1.38
H -6.86 0.76 1.38
H -4.74 -0.56 1.21
H -2.31 -0.54 0.52
H -0.78 1.78 1.75
H -0.29 0.68 -1.08
H 1.88 1.12 -1.93
H 3.83 2.68 -1.97
H 2.99 3.82 2.10
H 1.14 2.15 2.19
H -2.48 3.12 1.30
H -4.57 4.42 1.43
C 3.01 -1.43 -2.47
N 2.44 -2.36 -1.53
C 2.99 -3.69 -1.40
C 2.01 -4.38 -0.47
N 0.95 -3.43 -0.31
C -0.21 -3.72 0.49
C 1.20 -2.24 -0.96
N 0.43 -1.19 -1.04
H 2.35 -0.58 -2.55
H 4.01 -1.10 -2.14
H 3.12 -1.91 -3.46
H 3.00 -4.20 -2.37
H 4.01 -3.68 -0.99
H 1.63 -5.32 -0.91
H 2.48 -4.62 0.50
H -0.94 -2.91 0.38
H -0.68 -4.66 0.15
H 0.06 -3.82 1.55
H -0.51 -1.43 -0.69
```

Summary:
- Highest occupied orbital energy: -11.252 eV
- 2S+1: 1
- F_max: 1.13 eV/Å
- Charge: +1
- Kohn-Sham gap: 5.904 eV